# H24NeO12

A molecular structure, H24NeO12 in a non-equilibrium geometry (wB97M-V/def2-TZVPD, the OMol25 dataset).

XYZ file:
```
37
Properties=species:S:1:pos:R:3:forces:R:3
Ne 0.03194 0.09889 0.54876 -0.1 0.2 -0.2
O 1.98538 2.49713 0.42952 0.6 0.1 0.3
H 1.10333 2.50544 0.05780 -0.6 -0.2 -0.2
H 2.52538 2.08218 -0.24313 0.1 0.0 -0.2
O 0.84618 -1.92366 1.86933 -0.5 -0.3 0.4
H 1.61235 -1.64167 1.36963 0.7 -0.1 -0.6
H 0.45655 -1.11049 2.19053 0.1 0.2 0.3
O -3.37944 1.22448 2.39647 -0.2 0.2 -0.1
H -3.42918 0.61706 1.65837 0.0 -0.2 -0.1
H -2.49238 1.11406 2.73878 0.2 -0.1 0.2
O -3.23571 -1.20898 -0.73626 0.1 0.2 -0.2
H -4.03914 -0.68923 -0.71229 -0.6 -0.2 0.0
H -3.28324 -1.76045 0.04467 0.2 -0.3 0.4
O -1.05196 -3.47800 0.12165 -0.4 -0.2 -0.1
H -0.38724 -2.81839 0.31989 0.5 0.2 0.3
H -1.55967 -3.09899 -0.59585 -0.1 0.0 -0.3
O -0.51423 2.33962 -0.86584 1.2 0.9 0.5
H -1.22505 1.84524 -1.27395 -1.1 -0.6 -0.3
H -0.94331 3.10430 -0.48192 -0.2 0.3 0.1
O 1.73086 -0.57541 -2.57231 0.0 -0.2 0.4
H 2.09243 -0.62443 -3.45725 0.1 -0.1 -0.3
H 1.84334 0.34038 -2.31750 -0.3 0.4 -0.1
O 2.74123 -1.65570 -0.13104 0.2 -0.1 0.7
H 2.32653 -1.37154 -0.94561 -0.3 0.0 -0.7
H 3.50468 -1.08572 -0.03888 0.3 0.0 0.1
O 0.63293 2.42256 -3.37898 0.3 -0.3 -0.6
H 0.26220 2.58813 -2.51216 -0.3 0.2 0.7
H 1.57241 2.57020 -3.27039 0.2 0.2 -0.2
O 3.73300 1.40808 2.44326 0.3 -0.2 0.3
H 3.10610 1.80117 1.83605 -0.5 0.3 -0.2
H 4.33277 0.91520 1.88328 0.2 -0.1 0.0
O -2.60973 1.20598 -1.97712 0.0 0.6 -0.2
H -2.85526 0.46945 -1.41724 0.2 -0.5 0.2
H -2.14971 0.80425 -2.71415 0.0 -0.2 -0.5
O -1.40548 -2.73775 3.28820 -0.5 0.3 0.3
H -0.66288 -2.61870 2.69609 0.3 -0.3 -0.3
H -1.21597 -3.55471 3.74959 0.0 -0.2 0.1
```
Positions in Å, forces in eV/Å.

Computed properties:
LUMO level   -0.0146 Eh
Highest occupied orbital energy   -10.733 eV
Max |F|   1.58 eV Å⁻¹
Kohn-Sham gap   10.34 eV

# H24O12

12 unconnected molecules or ions with the total composition H24O12 (wB97M-V/def2-TZVPD, the OMol25 dataset).

XYZ file:
```
36
Properties=species:S:1:pos:R:3:forces:R:3
O -0.32442 1.94781 -2.45168 -0.1 0.5 0.8
H -0.18110 2.37362 -1.58295 0.2 0.0 -0.5
H -0.55983 2.66583 -3.04916 0.1 -0.2 -0.1
O -0.03011 -0.69799 0.18985 -0.9 0.4 0.2
H -0.96045 -0.46712 -0.00597 0.7 -0.1 -0.3
H 0.42466 0.14646 0.29029 0.1 -0.2 0.0
O 1.66840 -2.32950 -1.34229 -0.3 -0.2 0.1
H 1.27519 -3.20504 -1.26307 0.0 0.1 0.0
H 1.07668 -1.73481 -0.84346 0.2 -0.3 -0.3
O -2.98728 -1.13112 2.50425 -0.3 0.1 -0.4
H -3.01036 -0.26616 2.07885 0.0 0.0 0.2
H -3.73054 -1.61490 2.12288 0.1 0.0 0.2
O -2.52945 -0.00804 -0.85801 -0.6 0.0 0.3
H -2.96868 0.27431 -1.66809 0.0 0.1 0.1
H -3.19904 -0.52296 -0.38825 0.1 0.0 -0.1
O 3.71656 -0.67659 -0.44906 0.0 0.3 0.5
H 4.14339 0.16534 -0.25941 0.0 -0.1 -0.1
H 3.09411 -0.80791 0.29485 0.5 -0.2 -0.5
O -1.33050 -0.00008 -3.74133 -0.7 -0.2 -0.1
H -2.16757 -0.39090 -4.01650 0.2 -0.1 -0.1
H -1.46358 0.27823 -2.82392 0.6 0.0 -0.4
O -0.39193 -2.28218 2.67894 0.4 -0.4 -0.2
H -0.33805 -2.08631 1.72767 0.0 0.2 0.3
H -0.03090 -3.17240 2.76609 -0.1 0.0 0.0
O 2.37576 0.72245 -2.79409 -0.3 0.1 0.0
H 2.72454 1.60833 -2.65778 -0.1 0.0 0.0
H 1.41429 0.81677 -2.69042 0.3 0.0 -0.2
O 2.22639 -1.03952 1.87760 0.3 0.4 0.3
H 2.00675 -0.18956 2.27568 0.0 -0.2 0.1
H 1.85215 -1.68888 2.48270 -0.3 0.0 -0.1
O -0.45645 0.64684 3.77040 0.1 0.2 0.0
H -0.01536 1.23046 4.39915 -0.1 0.0 0.0
H -0.30624 1.05377 2.91109 0.0 0.0 0.0
O -0.07739 3.18487 0.06768 -0.4 0.0 0.2
H -1.03259 3.08217 0.18372 0.1 0.0 0.1
H 0.09296 4.11468 0.26375 0.1 -0.1 -0.1
```
Positions in Å, forces in eV/Å.

Computed properties:
SMILES string   O.O.O.O.O.O.O.O.O.O.O.O
LUMO level   -0.0215 Eh
Highest occupied orbital energy   -9.271 eV
Max |F|   0.97 eV Å⁻¹
Kohn-Sham gap   8.69 eV

# H24O12

12 unconnected molecules or ions with the total composition H24O12 (wB97M-V/def2-TZVPD, the OMol25 dataset).

XYZ file:
```
36
Properties=species:S:1:pos:R:3:forces:R:3
O 3.44412 -2.00392 1.05417 0.6 -0.2 -0.7
H 2.54148 -1.72197 1.20243 -0.3 -0.2 0.3
H 3.97874 -1.29244 1.40660 0.2 -0.1 0.2
O 0.62015 3.00655 1.83101 -0.2 0.3 0.1
H 1.06997 3.74062 2.24937 0.0 0.3 0.2
H 1.32440 2.46606 1.47306 0.3 -0.5 -0.2
O 1.83371 -0.52559 2.45293 -0.1 0.3 0.1
H 1.24902 -0.36360 3.19328 -0.6 0.1 0.1
H 2.65283 -0.09355 2.69502 0.2 0.1 0.2
O -0.04271 -0.16446 0.00285 -0.6 -0.4 0.2
H -0.46837 0.33942 -0.69080 -0.1 0.0 -0.4
H 0.80819 0.25828 0.11895 0.2 0.3 0.2
O 0.98601 -2.07990 -2.44750 0.5 0.1 -0.2
H 0.78056 -1.14731 -2.38204 -0.1 0.2 0.2
H 0.27084 -2.44732 -2.96689 -0.3 -0.3 0.1
O 2.21902 1.35039 0.26956 0.3 0.3 0.0
H 2.88003 0.66643 0.16236 0.3 -0.5 0.0
H 2.51249 2.05953 -0.30247 0.1 0.3 -0.3
O -0.74754 0.88718 -2.45463 0.1 0.1 -0.1
H -0.25924 1.63881 -2.79057 0.3 0.3 -0.1
H -1.05575 0.43165 -3.23804 -0.1 -0.5 -0.3
O -1.51419 -3.44444 -1.16714 -0.5 0.0 -0.5
H -1.21833 -2.82690 -0.49830 0.5 0.1 0.3
H -1.23669 -4.30105 -0.84243 0.2 -0.1 0.1
O -0.98884 0.83502 2.59050 -0.3 -0.5 0.7
H -1.11183 0.57659 1.67709 0.2 -0.2 -0.3
H -0.40530 1.59264 2.54906 0.1 0.5 -0.1
O -3.90518 0.89980 -0.18138 -0.2 -0.2 0.4
H -3.04184 0.50218 -0.06836 0.1 -0.2 0.1
H -3.76956 1.58639 -0.83440 -0.1 0.3 -0.3
O -0.08150 -2.66500 1.38182 0.0 -0.6 0.0
H -0.98882 -2.50863 1.64367 -0.2 0.1 0.3
H 0.31071 -1.79272 1.34269 -0.1 0.4 -0.1
O -3.14837 2.22959 -2.52887 -0.3 0.4 -0.2
H -2.30738 1.77660 -2.46754 0.3 -0.2 0.2
H -3.19094 2.53498 -3.43505 -0.3 0.2 -0.2
```
Positions in Å, forces in eV/Å.

Computed properties:
SMILES string   O.O.O.O.O.O.O.O.O.O.O.O
LUMO level   -0.0264 Eh
Highest occupied orbital energy   -10.549 eV
Max |F|   0.99 eV Å⁻¹
Kohn-Sham gap   9.83 eV

# H24O12

12 unconnected molecules or ions with the total composition H24O12 in a non-equilibrium geometry (wB97M-V/def2-TZVPD, the OMol25 dataset).

XYZ file:
```
36
Properties=species:S:1:pos:R:3:forces:R:3
O 2.24521 1.42735 -1.70400 0.1 0.6 -0.4
H 2.42637 0.93260 -0.90485 0.2 -0.2 0.4
H 1.76174 0.81641 -2.26008 -0.1 -0.2 0.0
O -0.48806 2.62786 1.69634 0.7 0.3 0.5
H -0.83495 1.76263 1.91376 -0.4 -0.4 0.1
H 0.18974 2.78669 2.35330 0.3 0.2 0.0
O -1.77578 0.35114 2.44044 0.5 0.0 0.1
H -2.33547 -0.34457 2.09553 -0.7 -0.5 -0.3
H -1.67964 0.14323 3.36983 0.0 0.1 0.3
O 1.99978 -2.26266 -1.59388 -0.3 -0.7 -0.7
H 1.83296 -1.37273 -1.28334 0.0 0.3 0.3
H 2.94575 -2.29363 -1.73669 0.2 0.0 -0.1
O 0.51269 0.40228 -3.61086 0.0 -0.2 -0.1
H 1.03796 0.95726 -4.18733 0.3 0.3 -0.2
H 0.09889 -0.23014 -4.19827 -0.1 -0.4 -0.1
O -1.27818 2.31106 -2.79652 -0.4 0.2 0.2
H -0.57521 1.66447 -2.73363 0.4 -0.2 -0.2
H -1.52613 2.30683 -3.72104 -0.1 0.0 -0.1
O 0.99520 -2.92407 1.32394 0.1 -0.2 0.6
H 0.14528 -3.35866 1.39473 -0.1 -0.2 0.0
H 0.86381 -2.24658 0.66063 0.0 0.2 -0.6
O 1.23127 -0.24170 2.89561 0.2 0.4 0.0
H 1.35424 -0.91268 3.56708 0.2 -0.3 0.1
H 0.36999 -0.43019 2.52289 -0.4 0.0 -0.2
O -3.21793 -1.82305 1.46240 0.1 0.1 0.0
H -2.99044 -2.31210 0.67162 0.1 0.0 -0.4
H -3.66692 -2.46033 2.01784 -0.2 -0.1 0.2
O 2.59250 -0.48857 0.25484 0.4 0.3 0.0
H 2.03222 -0.41804 1.02772 -0.3 0.2 0.7
H 3.17841 -1.22014 0.44913 0.2 -0.2 0.1
O -2.16931 2.92967 -0.20627 -0.8 -0.2 -0.2
H -1.88066 2.43446 -0.97288 -0.1 0.2 -0.5
H -1.41311 2.92585 0.38057 0.3 0.3 0.3
O -0.33215 -0.69034 -0.17752 0.1 -0.4 0.0
H -0.68090 -0.21406 -0.93103 0.0 0.2 -0.3
H -0.96915 -0.53556 0.51999 -0.2 0.3 0.3
```
Positions in Å, forces in eV/Å.

Computed properties:
SMILES string   O.O.O.O.O.O.O.O.O.O.O.O
LUMO level   -0.0099 Eh
Highest occupied orbital energy   -9.494 eV
Max |F|   1.01 eV Å⁻¹
Kohn-Sham gap   9.23 eV

# H24O12

12 unconnected molecules or ions with the total composition H24O12 (wB97M-V/def2-TZVPD, the OMol25 dataset).

XYZ file:
```
36
Properties=species:S:1:pos:R:3:forces:R:3
O -20.15427 -6.68515 4.67448 0.2 0.1 0.2
H -19.32343 -6.59750 4.19413 -0.1 0.0 0.0
H -19.90420 -6.69775 5.61340 0.0 -0.1 -0.2
O -21.16029 -1.29860 2.32933 0.1 -0.1 0.0
H -20.73836 -1.92826 2.93157 -0.4 -0.1 0.1
H -21.91531 -1.77812 1.97275 0.1 0.1 0.0
O -17.99944 -3.28046 4.71933 0.1 -0.1 0.2
H -18.57244 -2.88908 4.04984 0.1 -0.1 -0.3
H -18.59012 -3.83234 5.25116 0.0 0.2 0.0
O -19.22521 -3.55297 1.75845 -0.1 -0.2 -0.2
H -18.42174 -4.03057 1.50336 0.0 0.2 0.3
H -19.76322 -3.51957 0.96016 0.0 0.1 0.1
O -15.98136 -2.24749 6.45454 -0.3 -0.4 0.1
H -16.64766 -2.53184 5.79349 0.0 0.3 0.1
H -16.48531 -2.14443 7.27385 0.0 0.3 -0.2
O -16.59356 -4.47417 2.44994 0.3 -0.3 -0.1
H -16.30418 -3.97341 3.22233 -0.3 0.1 0.0
H -15.80269 -4.92420 2.13220 -0.1 0.1 0.0
O -16.95789 0.38753 4.81220 -0.1 -0.2 0.2
H -17.35686 -0.35697 4.33976 0.1 0.2 -0.2
H -16.57867 -0.00240 5.60936 0.1 0.0 -0.1
O -20.27059 -1.34773 5.16007 0.2 0.0 -0.2
H -19.52282 -1.00710 4.64938 0.0 0.2 0.3
H -20.81192 -0.56953 5.33400 0.0 -0.1 -0.1
O -16.71837 -5.02768 7.15819 0.2 -0.1 -0.4
H -16.35967 -5.54381 6.42328 0.2 0.2 0.1
H -16.38272 -4.12419 6.99819 0.0 -0.2 0.0
O -20.79574 -4.31878 7.53377 0.2 -0.2 -0.2
H -21.00928 -4.35744 8.47065 0.0 0.0 0.0
H -20.25913 -5.11642 7.37298 -0.3 0.3 0.3
O -19.02445 -6.53779 7.44862 0.6 -0.1 -0.4
H -18.78253 -7.26682 8.02955 -0.1 0.0 0.0
H -18.17430 -6.10540 7.20791 -0.5 0.1 0.5
O -18.29444 -0.78524 2.52542 -0.1 0.0 0.2
H -19.24543 -0.87585 2.36999 0.1 0.0 -0.4
H -18.01084 -0.07844 1.93570 0.0 0.0 0.2
```
Positions in Å, forces in eV/Å.

Computed properties:
SMILES string   O.O.O.O.O.O.O.O.O.O.O.O
LUMO level   0.0021 Eh
Highest occupied orbital energy   -10.763 eV
Max |F|   0.74 eV Å⁻¹
Kohn-Sham gap   10.82 eV

# H24O12

12 unconnected molecules or ions with the total composition H24O12 in a non-equilibrium geometry (wB97M-V/def2-TZVPD, the OMol25 dataset).

XYZ file:
```
36
Properties=species:S:1:pos:R:3:forces:R:3
O -18.39269 -10.72570 11.41312 0.3 -0.2 0.1
H -19.11649 -10.12795 11.60039 -0.3 0.4 0.3
H -18.67227 -11.20399 10.63254 -0.3 -0.3 0.0
O -16.41313 -12.07268 14.79308 0.3 -0.8 0.1
H -16.41694 -11.11659 14.83887 -0.4 0.5 0.5
H -17.31150 -12.30530 14.55845 -0.2 0.0 -0.1
O -16.59948 -10.00310 9.27174 0.0 -0.4 -0.4
H -17.44191 -10.45111 9.34799 -0.1 0.0 0.1
H -15.98359 -10.56928 9.73687 0.5 -0.2 0.3
O -12.98684 -9.74552 10.15107 0.6 0.9 -0.1
H -12.27354 -10.31975 9.87236 0.2 0.0 -0.1
H -13.75530 -10.31535 10.18265 0.0 -0.1 -0.2
O -14.46932 -12.44888 13.07426 1.2 -0.1 -0.7
H -14.97367 -12.19327 13.84662 -0.6 -0.1 0.6
H -15.01643 -13.10005 12.63508 -0.3 -0.2 0.2
O -17.05286 -9.53874 15.00066 -0.2 0.3 0.4
H -16.84210 -9.40329 14.07682 0.3 0.3 -0.9
H -17.71384 -8.87450 15.19591 -0.1 0.0 0.3
O -17.66924 -6.53219 11.62797 0.0 -0.1 0.1
H -17.00060 -6.01753 11.17601 0.3 0.1 -0.3
H -17.89726 -6.00804 12.39577 0.0 0.4 0.2
O -15.96952 -9.17884 12.33264 0.1 0.2 0.7
H -16.73159 -8.90974 11.81975 -0.2 0.1 -0.4
H -15.82224 -10.09112 12.08305 0.0 -0.4 -0.2
O -14.66590 -11.60048 10.66974 -1.0 -0.2 -1.1
H -14.56276 -12.49471 10.34428 0.0 -0.2 -0.3
H -14.27135 -11.61544 11.54172 0.2 -0.1 1.2
O -17.85336 -7.82198 8.82680 -0.8 0.8 -0.3
H -17.34359 -8.63178 8.80258 0.5 0.0 0.0
H -17.80923 -7.53783 9.73979 -0.1 0.0 0.1
O -19.49415 -8.14748 12.89317 -0.3 -0.4 0.1
H -18.88606 -7.63172 12.36360 0.1 0.0 -0.5
H -19.28602 -7.91036 13.79688 -0.1 0.0 0.2
O -13.84401 -7.61067 13.75757 0.3 0.2 0.3
H -14.34603 -6.79636 13.79104 -0.1 0.2 0.0
H -14.47671 -8.27123 13.47548 -0.2 -0.2 -0.3
```
Positions in Å, forces in eV/Å.

Computed properties:
SMILES string   O.O.O.O.O.O.O.O.O.O.O.O
LUMO level   -0.0118 Eh
Highest occupied orbital energy   -10.600 eV
Max |F|   1.51 eV Å⁻¹
Kohn-Sham gap   10.28 eV